No. 1
Computed, not measured: a molecular structure, C2H3LaO2 at a distorted geometry, with wB97M-V/def2-TZVPD.

Computed properties:
Kohn-Sham gap (alpha / beta) = 5.528 / 7.071 eV
spin multiplicity = 2
E_HOMO (alpha / beta) = -0.7832 / -0.8398 Ha
charge = +3
⟨S²⟩ = 0.756

```
8
Properties=species:S:1:pos:R:3:forces:R:3:nbo_charge:R:1
O 0.971 -1.213 0.383 -1.367 3.008 -0.572 -0.16
C 2.611 -2.160 -0.226 1.754 2.626 -1.948 0.02
C 2.128 -0.749 0.001 3.294 -7.611 2.256 0.31
H 2.189 -2.665 -1.095 -0.188 -0.483 0.530 0.26
H 3.480 -2.526 0.314 0.105 -0.191 -0.040 0.27
H 2.671 -0.064 0.656 -0.137 0.826 -0.772 0.27
La -1.944 1.189 0.224 2.979 -1.299 0.201 2.76
O 0.495 0.163 0.310 -6.440 3.124 0.345 -0.73
```
Forces are in eV/Å.

No. 2
Computed, not measured: a molecular structure, C2H3LiNiO at a distorted geometry, with wB97M-V/def2-TZVPD.

Computed properties:
Kohn-Sham gap (alpha / beta) = 5.524 / 4.516 eV
spin multiplicity = 3
E_HOMO (alpha / beta) = -0.2696 / -0.2427 Ha
⟨S²⟩ = 2.030

```
8
Properties=species:S:1:pos:R:3:forces:R:3:nbo_charge:R:1
C -1.200 -0.155 0.390 -0.230 1.271 -0.225 -0.67
C -0.139 0.689 0.449 1.077 -1.869 0.652 0.01
O 1.119 0.172 0.675 -0.722 1.427 0.961 -0.89
Li 0.721 -1.035 -0.495 0.217 -0.510 -1.295 0.76
H -2.203 0.220 0.170 0.433 -0.185 -0.005 0.23
H -1.121 -1.237 0.597 0.105 0.579 0.170 0.20
Ni 1.366 2.015 0.280 -0.828 -0.853 -0.481 1.04
H 1.457 -0.669 -2.066 -0.052 0.140 0.224 -0.67
```
Forces are in eV/Å.

No. 3
Computed, not measured: a molecular structure, C2H3LuO2 at a distorted geometry, with wB97M-V/def2-TZVPD.

Computed properties:
Kohn-Sham gap = 5.169 eV
E_HOMO = -0.6698 Ha
charge = +2

```
8
Properties=species:S:1:pos:R:3:forces:R:3:nbo_charge:R:1
C -5.412 -0.037 0.574 -1.973 -0.295 0.363 0.45
O -6.518 -0.183 0.782 1.889 0.290 -0.366 -0.43
H -2.912 -0.681 -0.270 2.398 0.330 0.003 0.25
H -2.853 0.167 1.083 2.099 -0.345 -0.509 0.27
C -2.034 -0.151 0.299 -5.852 1.967 0.555 -0.38
O -1.047 -0.927 0.853 5.491 -3.558 -1.983 -0.93
Lu 0.622 -1.931 0.115 -4.203 2.479 2.100 2.55
H -1.712 0.826 -0.114 0.152 -0.868 -0.161 0.23
```
Forces are in eV/Å.

No. 4
Computed, not measured: 2 unconnected molecules or ions with the total composition C2H3N at a distorted geometry, with wB97M-V/def2-TZVPD.

Computed properties:
Kohn-Sham gap = 8.936 eV
E_HOMO = -0.3229 Ha

```
6
Properties=species:S:1:pos:R:3:forces:R:3:nbo_charge:R:1
C -0.166 1.815 -0.576 -1.121 3.588 -1.069 0.11
C 0.296 -1.608 0.069 0.620 -1.495 0.471 -0.21
N -0.131 0.765 -0.171 0.378 -2.262 1.301 -0.29
H -0.437 2.849 -0.880 0.723 -1.405 0.232 0.25
H -0.592 -1.976 0.637 -0.394 0.625 -0.287 0.07
H 1.030 -1.845 0.921 -0.206 0.947 -0.648 0.07
```
Forces are in eV/Å.

No. 5
Computed, not measured: 2 unconnected molecules or ions with the total composition C2H3N at a distorted geometry, with wB97M-V/def2-TZVPD.

Computed properties:
Kohn-Sham gap (alpha / beta) = 9.123 / 9.150 eV
E_HOMO (alpha / beta) = -0.3681 / -0.3902 Ha

```
6
Properties=species:S:1:pos:R:3:forces:R:3:nbo_charge:R:1
C -0.497 0.161 0.785 0.201 1.077 3.112 0.17
C -0.062 -0.389 -0.406 0.724 -0.267 -2.165 -0.47
N -0.619 0.616 1.858 -0.322 -0.711 -1.700 -0.27
H 0.578 -1.327 -0.317 -0.901 1.547 -0.335 0.25
H 1.364 1.206 -0.627 -1.078 -1.406 -0.079 0.07
H -0.765 -0.266 -1.294 1.377 -0.240 1.166 0.25
```
Forces are in eV/Å.

No. 6
Computed, not measured: a gas-phase ion, C2H3N2O2 (charge -1) at a distorted geometry, with wB97M-V/def2-TZVPD.

Computed properties:
Kohn-Sham gap = 8.047 eV
E_HOMO = -0.1431 Ha
charge = -1

```
9
Properties=species:S:1:pos:R:3:forces:R:3:nbo_charge:R:1
C 0.654 -0.277 -1.886 -1.421 -0.978 -0.335 0.83
C -0.522 0.344 1.472 0.972 -4.483 0.439 -0.46
N 0.409 0.147 -0.526 0.575 1.941 0.412 -0.22
N -0.658 -0.032 0.044 0.616 0.472 -0.130 -0.21
O 1.164 -1.394 -1.723 0.853 -0.739 -1.017 -0.74
O 0.322 0.395 -2.874 0.454 0.012 0.786 -0.75
H -1.549 0.323 1.777 -0.363 0.580 1.076 0.19
H 0.137 1.140 1.758 -0.058 0.884 -0.329 0.19
H 0.044 -0.646 1.958 -1.628 2.311 -0.902 0.17
```
Forces are in eV/Å.

No. 7
Computed, not measured: 2 unconnected molecules or ions with the total composition C2H3N2O2 at a distorted geometry, with wB97M-V/def2-TZVPD.

Computed properties:
Kohn-Sham gap (alpha / beta) = 4.914 / 4.915 eV
E_HOMO (alpha / beta) = -0.0363 / -0.0363 Ha
charge = -1

```
9
Properties=species:S:1:pos:R:3:forces:R:3:nbo_charge:R:1
C 2.648 0.252 -0.523 0.157 -0.419 1.794 1.05
C -1.905 -0.304 0.249 2.481 2.453 1.877 -0.64
N 0.247 0.506 0.339 0.643 -0.834 -0.380 -0.51
N -0.350 -0.551 0.267 0.333 0.880 -0.258 -0.27
O 3.176 -0.230 0.399 0.079 -0.430 0.522 -0.59
O 2.499 0.746 -1.551 -0.706 0.846 -1.960 -0.58
H -2.015 0.080 1.291 -0.959 -1.213 -0.457 0.19
H -2.370 -1.125 -0.183 -1.422 -1.477 -0.255 0.17
H -1.931 0.627 -0.286 -0.606 0.194 -0.882 0.18
```
Forces are in eV/Å.

No. 8
Computed, not measured: a gas-phase ion, C2H3N2O2 (charge -1) at a distorted geometry, with wB97M-V/def2-TZVPD.

Computed properties:
Kohn-Sham gap = 7.514 eV
E_HOMO = -0.1176 Ha
charge = -1

```
9
Properties=species:S:1:pos:R:3:forces:R:3:nbo_charge:R:1
C 1.626 0.016 0.023 -1.978 2.784 0.944 0.69
C -0.743 0.103 -0.241 0.240 -1.469 -3.458 0.09
N 0.364 0.301 0.615 -1.147 -1.590 1.727 -0.50
N 1.383 1.265 0.080 0.944 1.656 -0.697 -0.54
O -1.755 -0.665 0.341 -0.478 0.001 0.445 -0.75
O 2.234 -0.934 -0.275 2.921 -3.754 -1.283 -0.69
H -1.033 1.082 -0.510 -1.029 1.307 -0.425 0.13
H -0.603 -0.486 -1.283 0.546 1.202 1.825 0.09
H -1.474 -0.682 1.251 -0.020 -0.136 0.923 0.46
```
Forces are in eV/Å.